Formula: C18H28CdN3OSSi
Source: the OMol25 dataset
Level of theory: ωB97M-V/def2-TZVPD

E_HOMO: -11.01 eV

Structure (ORCA input):
```
! wB97M-V def2-TZVPD RIJCOSX def2/J DEFGRID3
* xyz 1 1
Cd -0.96 -0.87 0.16
O -2.56 -1.77 1.12
C -2.10 -2.60 2.19
C -2.22 -1.91 3.54
C -1.52 -0.55 3.50
C -0.03 -0.67 3.41
C 0.78 -0.64 4.54
C 2.15 -0.74 4.39
C 2.68 -0.90 3.11
C 1.80 -0.94 2.04
N 0.48 -0.83 2.19
H -3.51 -1.61 1.23
H -1.05 -2.80 1.96
H -2.63 -3.55 2.20
H -1.78 -2.55 4.31
H -3.27 -1.76 3.80
H -1.80 0.05 4.36
H -1.87 -0.03 2.60
H 0.33 -0.51 5.52
H 2.80 -0.69 5.25
H 3.74 -0.99 2.95
H 2.16 -1.06 1.03
C 1.05 -0.03 -2.77
Si -0.13 -1.51 -2.97
C 0.51 -2.69 -4.29
C -1.87 -0.92 -3.40
C -0.22 -2.31 -1.25
H 0.68 0.85 -3.30
H 2.03 -0.26 -3.19
H 1.19 0.24 -1.72
H 0.53 -2.19 -5.27
H -0.11 -3.57 -4.39
H 1.53 -3.02 -4.07
H -1.86 -0.22 -4.24
H -2.36 -0.43 -2.56
H -2.50 -1.77 -3.70
H 0.77 -2.60 -0.88
H -0.87 -3.19 -1.22
N 2.61 5.00 -1.63
C 1.43 4.60 -2.12
S 0.91 5.13 -3.59
C 0.64 3.63 -1.31
C -0.60 3.19 -1.76
C -1.26 2.19 -1.07
N -0.78 1.63 0.04
C 0.38 2.10 0.52
C 1.11 3.08 -0.12
H 3.13 5.68 -2.16
H 2.90 4.82 -0.68
H -1.03 3.61 -2.66
H -2.22 1.83 -1.42
H 0.73 1.67 1.45
H 2.05 3.39 0.32
*
```